1.
Molecular formula: C3H6FO3Tl
Method: DFT, wB97M-V/def2-TZVPD

Atoms and positions in Å:
1 Tl 13.3439 -9.2553 -2.2221
2 F 14.3133 -10.6855 -4.4939
3 O 15.9884 -12.3626 -8.3578
4 O 18.0882 -12.6570 -8.6377
5 O 17.1952 -12.8002 -6.4851
6 C 19.4252 -12.9661 -8.1579
7 C 14.8104 -12.0272 -7.6397
8 C 17.0710 -12.5985 -7.6844
9 H 14.6640 -12.5733 -6.7078
10 H 20.2995 -12.6441 -8.7237
11 H 14.9744 -10.9854 -7.3643
12 H 13.9093 -11.8372 -8.2229
13 H 19.6531 -14.0224 -8.3011
14 H 19.6531 -12.6151 -7.1515

Forces on atoms 1 to 3 (eV/Å):
Tl 0.163 -0.286 -0.374
F -0.047 0.265 -0.012
O -1.855 0.713 -0.595

## Properties
Net charge: +2
E_LUMO (hartree): -0.5709
Total energy (a.u.): -614.9799
Energy above the lowest of the compared OMol25 structures with the same formula, charge and spin (eV): 0.791

These are the natural (NBO) partial charges, in e, on atoms 1 to 6: 1.066, -0.337, -0.258, -0.256, -0.367, -0.294

=====

2.
Molecular formula: C13H14F5NO7
Method: DFT, wB97M-V/def2-TZVPD

Atoms and positions in Å:
1 F -4.4862 -1.2072 -1.1758
2 F -3.4144 -0.9874 1.7440
3 F -2.9883 -2.6037 0.4350
4 F -2.8437 0.1842 -1.3146
5 F -4.3421 0.4567 0.1000
6 O 0.2479 -0.7421 -3.4138
7 O 1.7787 -1.1665 -0.8831
8 O 0.2432 2.8296 -2.8491
9 O -1.6898 0.9764 2.0853
10 O -1.4873 -1.9176 -2.3530
11 O 2.5712 0.5996 4.0737
12 O 4.0949 1.8101 3.1344
13 N 3.4500 1.4435 4.0953
14 C 1.4302 -0.1616 1.1578
15 C 3.7487 2.0699 5.4126
16 C -0.9405 0.2046 1.5978
17 C 0.9791 -0.9058 -0.0559
18 C -2.8340 -1.2960 0.5814
19 C -0.7372 -1.7237 -3.5222
20 C -3.6357 -0.4741 -0.5173
21 C -0.7409 -2.3946 -1.2379
22 C -1.3853 -0.8558 0.6238
23 C -0.2627 0.5802 -3.5654
24 C -0.4635 -1.3517 -0.1686
25 C 0.5050 0.3414 1.9382
26 C 0.4058 1.4589 -2.5165
27 H 0.6067 3.3607 -2.1331
28 H 0.0873 0.9706 -4.5307
29 H -1.3517 0.6290 -3.5032
30 H -1.4503 -1.4034 -4.2897
31 H 0.2296 -2.7543 -1.6013
32 H -1.2364 -3.2755 -0.8311
33 H 4.0539 1.2768 6.0891
34 H 2.8383 2.5507 5.7592
35 H 2.4795 -0.0349 1.3887
36 H 1.4778 1.2318 -2.4864
37 H -0.0318 1.2444 -1.5298
38 H 4.5442 2.7941 5.2782
39 H -0.2504 -2.6560 -3.8289
40 H 0.8001 0.8984 2.8129

Forces on atoms 1 to 3 (eV/Å):
F -0.433 -1.141 -0.971
F -0.329 -0.119 0.864
F 0.008 -0.880 -0.565

## Properties
E_LUMO (hartree): -0.0415
Total energy (a.u.): -1584.3672
SMILES string: O=C1C=CC(=O)C(C(F)(F)C(F)(F)F)=C1COCOCCO.C[N+](=O)[O-]

These are the natural (NBO) partial charges, in e, on atoms 1 to 6: -0.294, -0.301, -0.300, -0.302, -0.309, -0.538

=====

For reference, HOMO level by record: -18.46 -9.91 eV.